# C3H4

A cluster of 2 separate species, C3H4 in total (ωB97M-V with the def2-TZVPD basis set, OMol25).

Positions of all 7 atoms, in Å:
C  -0.086  0.286  -0.982
C  0.504  -0.774  -0.520
C  -0.393  0.052  0.421
H  0.032  0.919  -1.747
H  1.120  -1.655  -0.702
H  0.317  0.943  1.564
H  -1.226  -0.190  1.059

Output
- Energy above the lowest of the compared OMol25 structures with the same formula, charge and spin: 74.0 kcal/mol
- Kohn-Sham gap: 9.97 eV
- Multiplicity: 1
- Molar mass: 40.07 g/mol
- Total charge: 0
- Lowest unoccupied orbital energy: 1.2 eV
- HOMO energy: -8.734 eV